No. 1
Below is 2 unconnected molecules or ions with the total composition C3H10S4, with properties calculated with ωB97M-V/def2-TZVPD.

ΔE to the lowest compared entry with this formula, charge and spin: 0.353 eV
Frontier orbital gap: 8.50 eV
E_tot: -46613.9726 eV
SMILES: CSSC.CSS
E_LUMO: 0.43 eV

The geometry in ORCA input format:
```
! RIJCOSX wB97M-V def2-TZVPD def2/J DEFGRID3
* xyz 0 1
S -1.743 -0.544 1.230
C 3.264 -1.268 -0.294
S 2.098 -0.116 -1.101
H 0.047 -1.763 0.202
H 4.081 -1.406 -0.996
H -3.162 1.945 0.518
H 3.592 -0.794 0.624
H -0.657 -2.609 1.636
S 1.643 1.253 0.368
H 0.418 0.757 0.605
H -2.570 2.502 -1.122
H -1.458 -2.639 0.030
C -2.364 1.940 -0.215
S -2.053 0.213 -0.739
H 2.730 -2.198 -0.118
C -0.863 -2.052 0.727
H -1.440 2.331 0.210
*
```

natural (NBO) population analysis, charges in e, atoms 1 to 8: atom 1 (S): 0.063, atom 2 (C): -0.737, atom 3 (S): 0.060, atom 4 (H): 0.225, atom 5 (H): 0.225, atom 6 (H): 0.223, atom 7 (H): 0.236, atom 8 (H): 0.232


No. 2
Below is C3H6F2N2S in the gas phase, with properties calculated with ωB97M-V/def2-TZVPD.

Frontier orbital gap: 8.63 eV
E_tot: -22458.0074 eV
SMILES: NC(=S)NCC(F)F
E_LUMO: 0.49 eV

The geometry in ORCA input format:
```
! RIJCOSX wB97M-V def2-TZVPD def2/J DEFGRID3
* xyz 0 1
H 0.200 -1.323 2.474
H -0.902 -0.953 -1.115
C -0.046 0.914 -1.366
F -1.522 -0.345 1.855
S -0.302 2.167 -2.468
H 1.113 0.781 1.678
H 1.516 -0.510 0.390
N 0.175 1.047 -0.045
C 0.819 0.123 0.855
C -0.208 -0.895 1.522
F -0.462 -1.808 0.491
H -0.227 -0.722 -2.795
H 0.018 1.993 0.332
N -0.172 -0.468 -1.807
*
```

natural (NBO) population analysis, charges in e, atoms 1 to 8: atom 1 (H): 0.159, atom 2 (H): 0.411, atom 3 (C): 0.288, atom 4 (F): -0.367, atom 5 (S): -0.230, atom 6 (H): 0.218, atom 7 (H): 0.238, atom 8 (N): -0.611


No. 3
Below is a molecular structure, C24H18Br3F3O11, with properties calculated with ωB97M-V/def2-TZVPD.

Expectation value of S²: 0.774
Frontier orbital gap (alpha / beta): 3.37 / 6.78 eV
E_tot: -265981.3581 eV
E_LUMO (alpha / beta): 1.64 / 1.64 eV

The geometry in ORCA input format:
```
! RIJCOSX wB97M-V def2-TZVPD def2/J DEFGRID3
* xyz -1 2
O 1.375 7.715 0.284
H 4.526 -4.418 3.960
C 3.814 -2.159 1.554
O 2.027 -5.076 2.867
C 3.588 -3.305 2.343
C 1.293 -3.626 1.207
O 1.010 0.975 -2.775
H -0.179 -5.118 1.703
H -1.444 3.643 -1.023
H 6.289 -2.880 4.396
H -1.651 -1.795 -0.633
C -4.152 -0.333 0.784
C 1.161 6.171 -1.300
H -6.986 -0.415 1.934
C 5.616 -2.654 3.582
C 5.777 -1.561 2.721
C 1.477 -2.455 0.491
C -0.795 -2.645 -4.648
C -2.217 1.645 -1.752
C -6.052 -0.916 1.682
O 1.134 9.510 -1.137
H 0.397 -0.922 -0.672
H 1.896 5.616 -1.883
C -1.295 2.566 -0.937
C 2.836 -1.768 0.501
O 2.896 -0.700 -0.185
H -1.035 -3.422 -3.923
C 1.433 6.331 0.186
C 0.034 -4.193 1.189
H -1.299 2.212 0.094
O -4.550 -1.491 0.205
H -6.257 -2.638 0.307
O -0.032 2.259 -1.458
H 0.610 5.897 0.754
C 0.376 -1.883 -0.178
H 4.955 -0.422 1.122
C 4.548 -3.549 3.318
Br 0.900 -1.783 -4.117
F -0.024 5.538 -1.403
C 2.321 -4.170 2.137
H -3.094 1.241 -1.246
H 2.356 5.848 0.509
C -0.008 1.245 -2.177
H -6.506 -0.987 -0.448
C 4.879 -1.295 1.753
C -1.045 -3.638 0.432
H -2.054 -4.023 0.455
O 1.147 7.482 -1.843
C 1.298 8.346 -0.958
C -5.989 -1.581 0.306
O -1.279 0.647 -2.280
F -5.819 -1.784 2.715
F -2.679 2.325 -2.794
C -0.872 -2.429 -0.236
Br -1.974 -1.090 -4.573
O -5.066 0.088 1.623
O -3.083 0.054 0.690
Br -0.986 -3.388 -6.381
H 6.454 -0.843 3.161
*
```

natural (NBO) population analysis, charges in e, atoms 1 to 8: atom 1 (O): -0.505, atom 2 (H): 0.205, atom 3 (C): -0.134, atom 4 (O): -0.643, atom 5 (C): -0.165, atom 6 (C): -0.185, atom 7 (O): -0.574, atom 8 (H): 0.216


No. 4
Below is a molecular structure, C27H22F4IN2O2SZn, with properties calculated with ωB97M-V/def2-TZVPD.

Frontier orbital gap: 6.84 eV
E_tot: -113657.9502 eV
E_LUMO: 2.28 eV

The geometry in ORCA input format:
```
! RIJCOSX wB97M-V def2-TZVPD def2/J DEFGRID3
* xyz -1 1
H 6.495 1.300 -3.557
N -0.838 -0.362 2.227
C -1.290 -3.180 -1.034
C -2.303 0.554 -2.677
C -3.743 -0.564 -4.241
C -2.665 1.230 2.079
H 4.181 2.761 -0.360
H -0.364 1.583 3.452
C 5.046 0.151 -4.134
H -2.704 3.984 2.113
S 1.522 2.240 0.262
C 2.259 -2.052 3.075
C 2.064 0.660 -1.938
Zn -0.351 0.655 0.427
H -0.111 -2.142 0.382
H -4.429 -0.504 -5.075
C 0.670 -2.657 4.712
C 2.505 1.595 -0.992
F -1.561 -1.959 4.619
H -2.151 0.082 3.816
F 3.511 -2.119 2.570
H 2.743 -3.251 4.791
H -3.467 1.654 2.710
I -1.484 2.447 -2.112
H 5.688 1.964 -2.072
H -2.636 -3.974 -2.489
H 2.548 -0.497 -3.665
C 3.830 2.046 -1.091
F 0.345 -3.348 5.832
C -1.960 -0.645 -2.011
C 1.977 -2.723 4.257
H -3.350 1.545 -4.243
F 1.606 -0.726 1.235
C 4.670 1.585 -2.073
H -1.516 2.876 3.874
C -3.445 -1.758 -3.653
C -3.144 0.604 -3.756
H -1.284 4.071 1.028
C 2.900 0.211 -2.928
C -0.853 2.480 3.090
C 4.224 0.660 -3.031
H -2.764 3.270 0.496
C -2.544 -1.831 -2.572
C -2.116 3.444 1.351
C 1.295 -1.337 2.415
H -2.856 -0.873 2.503
C -1.103 -0.742 -0.880
C -0.781 -2.013 -0.452
C -2.152 -0.059 2.728
H 1.056 0.277 -1.886
H -0.978 -4.143 -0.654
H -3.086 0.994 1.098
O 4.675 -0.664 -4.946
C -0.307 -1.924 4.074
C -0.037 -1.168 2.894
H -0.083 3.215 2.864
N -1.588 2.192 1.865
O 6.314 0.646 -4.245
C -2.192 -3.090 -2.051
H -3.892 -2.674 -4.019
*
```

natural (NBO) population analysis, charges in e, atoms 1 to 8: atom 1 (H): 0.478, atom 2 (N): -0.793, atom 3 (C): -0.213, atom 4 (C): -0.068, atom 5 (C): -0.229, atom 6 (C): -0.233, atom 7 (H): 0.214, atom 8 (H): 0.227


No. 5
Below is a molecular structure, C28H34CrNO, with properties calculated with ωB97M-V/def2-TZVPD.

Expectation value of S²: 6.036
Frontier orbital gap (alpha / beta): 5.22 / 6.23 eV
E_tot: -61542.5087 eV
E_LUMO (alpha / beta): 2.73 / 2.73 eV

The geometry in ORCA input format:
```
! RIJCOSX wB97M-V def2-TZVPD def2/J DEFGRID3
* xyz -1 5
H -1.140 -2.220 -1.193
C 1.578 -0.369 5.152
H -0.517 -0.550 -4.576
H -0.523 -0.443 -2.455
H 2.188 2.977 4.517
C 2.097 -0.887 -3.826
H 3.319 1.611 4.520
C 2.390 1.994 4.951
C -1.335 -1.767 0.985
C -0.649 -1.973 -0.254
H -3.180 1.928 -2.356
C -0.364 -1.674 2.020
H 2.449 1.164 -3.774
H -2.407 -1.726 1.160
C 1.219 0.924 3.182
H -0.118 1.697 6.198
H 1.884 -1.542 1.936
H -1.086 3.744 -2.118
H 2.516 -0.727 4.707
H -3.398 1.288 2.380
H -2.321 -2.296 -4.596
C -2.600 1.500 1.671
C 0.764 -1.952 0.016
H 0.534 3.039 -1.843
C -1.518 2.378 1.876
H -0.910 0.873 4.834
C 1.223 -3.159 -3.229
C -0.124 0.390 -1.874
C -1.451 1.686 -0.337
H 0.031 0.013 -0.813
C 1.306 0.701 -2.220
H 1.556 -2.187 -0.695
C -2.382 1.195 -2.552
H 2.520 2.107 6.031
H -1.379 2.973 2.770
H 0.425 -5.109 -2.761
C -1.058 -3.818 -3.687
C -2.536 1.013 0.337
C -1.100 1.583 -1.807
C -0.100 1.561 5.111
H 0.196 2.985 0.539
C -1.328 -2.554 -4.222
H 1.703 -0.350 6.240
H -0.286 2.804 -3.413
H -2.735 0.209 -2.206
H 2.537 -0.926 -4.830
H 0.789 -1.090 4.902
C 0.218 -4.128 -3.201
H 2.849 -1.231 -3.090
Cr -0.189 0.234 0.827
C 1.092 0.896 1.957
H -0.313 2.534 4.652
O 2.020 0.980 -1.230
C 0.964 -1.882 -3.760
H -2.225 1.133 -3.637
H -0.568 -1.600 3.085
C -0.719 2.414 0.683
C -0.314 -1.583 -4.260
H -3.301 0.424 -0.168
C -0.443 2.877 -2.326
H 2.218 -3.362 -2.799
C 1.259 1.033 4.619
H -1.853 -4.554 -3.595
N 1.687 0.513 -3.566
C 0.939 -1.713 1.413
*
```

natural (NBO) population analysis, charges in e, atoms 1 to 8: atom 1 (H): 0.214, atom 2 (C): -0.583, atom 3 (H): 0.234, atom 4 (H): 0.250, atom 5 (H): 0.213, atom 6 (C): -0.232, atom 7 (H): 0.211, atom 8 (C): -0.578


No. 6
Below is a gas-phase ion, C4H5N2 (charge +1), with properties calculated with ωB97M-V/def2-TZVPD.

ΔE to the lowest compared entry with this formula, charge and spin: 3.192 eV
Frontier orbital gap: 9.79 eV
E_tot: -7197.3593 eV
SMILES: N=C=C1CC1=[NH2+]
E_LUMO: -4.40 eV

The geometry in ORCA input format:
```
! RIJCOSX wB97M-V def2-TZVPD def2/J DEFGRID3
* xyz 1 1
H 0.815 -2.348 0.483
N 0.659 2.063 0.050
H 1.002 2.936 -0.234
C 1.121 1.049 0.382
C 0.959 -0.255 0.351
N -1.277 -0.029 -0.907
C -0.315 -0.419 -0.142
C 0.397 -1.484 0.760
H -1.388 0.816 -1.528
H 0.085 -1.740 1.806
H -2.056 -0.589 -1.021
*
```

natural (NBO) population analysis, charges in e, atoms 1 to 8: atom 1 (H): 0.240, atom 2 (N): -0.538, atom 3 (H): 0.449, atom 4 (C): 0.603, atom 5 (C): -0.302, atom 6 (N): -0.685, atom 7 (C): 0.449, atom 8 (C): -0.335


No. 7
Below is 2 unconnected molecules or ions with the total composition CH2F3N2, with properties calculated with ωB97M-V/def2-TZVPD.

ΔE to the lowest compared entry with this formula, charge and spin: 2.826 eV
Frontier orbital gap (alpha / beta): 10.45 / 5.31 eV
E_tot: -12186.5400 eV
E_LUMO (alpha / beta): -6.26 / -8.75 eV

The geometry in ORCA input format:
```
! RIJCOSX wB97M-V def2-TZVPD def2/J DEFGRID3
* xyz 1 1
F -1.493 1.524 0.199
F -4.478 -1.144 0.523
N 0.461 0.596 -0.249
H 0.849 1.506 -0.265
N -3.873 -0.172 -0.107
C -0.761 0.522 0.141
F -4.732 0.755 -0.301
H 1.136 -0.107 -0.075
*
```

From a natural (NBO) analysis of the wavefunction, the atomic charges in e read: atom 1 (F): -0.184, atom 2 (F): -0.170, atom 3 (N): -0.730, atom 4 (H): 0.453, atom 5 (N): 0.340, atom 6 (C): 0.978, atom 7 (F): -0.155, atom 8 (H): 0.468


No. 8
Below is a molecular structure, C36H49CeN5O2P2S, with properties calculated with ωB97M-V/def2-TZVPD.

Frontier orbital gap (alpha / beta): 5.19 / 5.18 eV
E_tot: -92001.5737 eV
E_LUMO (alpha / beta): -7.12 / -7.14 eV

The geometry in ORCA input format:
```
! RIJCOSX wB97M-V def2-TZVPD def2/J DEFGRID3
* xyz 2 1
C 5.047 2.352 -0.187
H -8.378 -2.986 0.225
H 6.046 2.302 0.219
H 1.748 4.838 0.165
H -1.847 4.100 -0.649
H 4.752 -4.672 2.139
C 3.905 -4.825 1.470
H 4.227 -0.960 -1.069
H 5.326 5.481 -0.736
C -6.437 -1.293 -0.166
Ce -0.337 0.092 -1.025
H -2.945 -2.805 2.757
C 2.864 1.306 -0.448
O -2.375 -0.053 -0.253
H 5.061 -3.104 -0.249
C 2.466 2.476 -1.147
H -0.068 -5.583 -0.771
H 0.115 1.968 -4.264
C -4.477 -0.979 -1.492
H -0.042 2.021 3.768
H -0.687 -3.247 1.769
H -1.808 2.401 -0.113
H 1.560 -3.606 2.120
H -1.066 -3.623 4.133
C -0.439 -4.615 -1.064
H 2.236 0.538 4.342
H 1.374 0.901 2.133
H -0.948 0.547 4.097
H -5.015 0.275 0.147
C 2.154 -3.012 1.439
C 2.454 -0.964 0.141
C -5.955 -2.775 -2.013
C -6.766 -2.431 -0.921
H -6.220 -3.626 -2.620
H 0.849 5.711 -2.266
C 3.374 -3.505 1.003
C -1.423 3.416 0.085
H -7.083 -0.988 0.644
N -2.266 -3.174 -1.564
C 0.144 5.150 -2.873
C 4.173 1.321 0.066
C -0.402 1.092 3.329
H 0.062 5.652 -3.837
H -2.534 -1.099 2.925
C 4.676 3.456 -0.950
C -1.379 -2.225 -1.869
C 0.619 3.720 -3.093
C -0.852 -2.370 2.415
H 0.558 4.983 1.450
N -7.842 -3.186 -0.597
C 3.654 -1.512 -0.339
C 0.683 4.801 0.385
H 4.490 0.503 0.692
C 1.687 -0.280 3.884
H -0.791 -1.929 4.525
H 1.493 -3.655 -1.230
H -8.060 -4.012 -1.121
N 1.960 0.285 -0.225
H 1.136 -0.788 4.667
H -0.836 5.170 -2.402
C 4.110 -2.734 0.104
C 3.365 3.510 -1.391
C 1.703 -1.756 1.048
N -1.758 -1.047 -2.388
C -4.819 -2.051 -2.297
C -0.299 2.961 -4.057
H -2.653 -1.811 1.321
H 0.555 -2.944 3.990
H -1.089 1.327 2.507
H 4.258 -5.411 0.624
S -2.899 -0.206 -1.637
O -2.888 1.088 -2.277
H 1.633 3.737 -3.513
C -5.293 -0.582 -0.444
C 0.416 -3.554 -1.322
C -2.336 -2.000 2.346
C 5.633 4.568 -1.247
H -2.554 -5.091 -0.962
H -0.390 3.495 -5.001
H -1.297 2.837 -3.628
H 0.484 2.693 0.766
H -4.178 -2.315 -3.122
H 2.408 -0.971 3.451
P 0.715 2.629 -1.573
H 3.141 -5.388 1.999
P 0.127 -1.004 1.564
C 0.107 3.434 0.032
H -1.768 3.727 1.071
H 6.635 4.310 -0.916
C 0.768 0.264 2.797
C -0.501 -2.735 3.854
H 5.664 4.772 -2.316
H 0.172 5.594 -0.153
C -1.799 -4.345 -1.173
H 3.038 4.379 -1.947
N -0.032 -2.356 -1.691
*
```

Löwdin population analysis, charges in e, atoms 1 to 8: atom 1 (C): -0.005, atom 2 (H): 0.114, atom 3 (H): 0.125, atom 4 (H): 0.071, atom 5 (H): 0.087, atom 6 (H): 0.097, atom 7 (C): -0.027, atom 8 (H): 0.127


No. 9
Below is C4H9N in the gas phase, with properties calculated with ωB97M-V/def2-TZVPD.

ΔE to the lowest compared entry with this formula, charge and spin: 1.406 eV
Frontier orbital gap: 10.12 eV
E_tot: -5782.4058 eV
SMILES: C/C=C/CN
E_LUMO: 1.16 eV

The geometry in ORCA input format:
```
! RIJCOSX wB97M-V def2-TZVPD def2/J DEFGRID3
* xyz 0 1
C -1.025 -0.265 2.083
C 0.068 -0.364 1.060
H 0.223 -0.813 -2.511
H 1.573 1.372 -1.077
H -0.256 0.731 -2.722
H -1.282 -1.212 2.661
N 0.571 0.102 -2.597
C 1.105 0.351 -1.194
H 1.818 -0.439 -1.032
H -2.050 0.092 1.666
H 0.921 -0.888 1.505
H -1.056 0.546 -0.522
C 0.004 0.196 -0.204
H -0.613 0.592 2.884
*
```

natural (NBO) population analysis, charges in e, atoms 1 to 8: atom 1 (C): -0.643, atom 2 (C): -0.201, atom 3 (H): 0.344, atom 4 (H): 0.203, atom 5 (H): 0.343, atom 6 (H): 0.221, atom 7 (N): -0.805, atom 8 (C): -0.269


No. 10
Below is C3H3ClO2 in the gas phase, with properties calculated with ωB97M-V/def2-TZVPD.

ΔE to the lowest compared entry with this formula, charge and spin: 4.334 eV
Frontier orbital gap: 10.07 eV
E_tot: -19772.3549 eV
SMILES: C[C@]12O[C@@]1(Cl)O2
E_LUMO: 0.63 eV

The geometry in ORCA input format:
```
! RIJCOSX wB97M-V def2-TZVPD def2/J DEFGRID3
* xyz 0 1
C 0.127 -0.014 -1.389
C 0.368 0.092 -0.070
H 0.067 -0.967 1.604
O 1.193 -0.833 -0.983
H 0.218 0.741 1.943
H -1.378 0.027 1.155
O 0.576 1.258 -0.916
C -0.208 -0.091 1.241
Cl -0.963 -0.212 -2.584
*
```

natural (NBO) population analysis, charges in e, atoms 1 to 8: atom 1 (C): 0.305, atom 2 (C): 0.443, atom 3 (H): 0.240, atom 4 (O): -0.477, atom 5 (H): 0.245, atom 6 (H): 0.247, atom 7 (O): -0.471, atom 8 (C): -0.653


No. 11
Below is H10N7P in the gas phase, with properties calculated with ωB97M-V/def2-TZVPD.

ΔE to the lowest compared entry with this formula, charge and spin: 3.332 eV
Frontier orbital gap: 8.61 eV
E_tot: -19875.7612 eV
SMILES: N=P(NN)(NN)NN
E_LUMO: 0.61 eV

The geometry in ORCA input format:
```
! RIJCOSX wB97M-V def2-TZVPD def2/J DEFGRID3
* xyz 0 1
N -1.562 -0.558 -0.701
N -0.105 -1.111 1.870
P -0.170 -0.068 0.015
N -2.607 -0.358 0.316
N -0.120 1.613 -0.370
H -1.824 -1.458 -1.013
H 1.346 -1.733 0.622
N 1.170 -0.574 -0.899
H 0.507 -0.440 2.345
N 1.663 -1.804 -0.312
H 2.687 -1.548 -0.206
H -3.404 0.121 -0.096
N 1.116 2.208 -0.456
H -0.646 2.108 0.263
H 1.654 1.572 -0.988
H 1.015 -0.847 -1.915
H 1.583 2.641 0.395
H -2.302 0.234 1.132
*
```

natural (NBO) population analysis, charges in e, atoms 1 to 8: atom 1 (N): -0.844, atom 2 (N): -1.058, atom 3 (P): 1.822, atom 4 (N): -0.673, atom 5 (N): -0.724, atom 6 (H): 0.419, atom 7 (H): 0.389, atom 8 (N): -0.848


No. 12
Below is C4H8O2 in the gas phase, with properties calculated with ωB97M-V/def2-TZVPD.

ΔE to the lowest compared entry with this formula, charge and spin: 1.525 eV
Frontier orbital gap: 11.20 eV
E_tot: -8371.7572 eV
SMILES: CCOC(C)=O
E_LUMO: 0.88 eV

The geometry in ORCA input format:
```
! RIJCOSX wB97M-V def2-TZVPD def2/J DEFGRID3
* xyz 0 1
H 1.784 1.133 1.027
H -0.845 -1.824 1.403
H 0.507 -2.048 0.288
H 1.566 2.633 0.132
C -0.585 -2.067 0.368
O -0.858 0.254 -0.171
C -1.161 -1.033 -0.566
C 1.017 1.759 0.522
O -1.883 -1.279 -1.492
H -0.207 1.831 -1.291
C 0.218 1.062 -0.643
H -0.955 -3.061 0.110
H 0.277 2.056 1.245
H 1.126 0.585 -0.933
*
```

natural (NBO) population analysis, charges in e, atoms 1 to 8: atom 1 (H): 0.202, atom 2 (H): 0.241, atom 3 (H): 0.231, atom 4 (H): 0.215, atom 5 (C): -0.728, atom 6 (O): -0.575, atom 7 (C): 0.820, atom 8 (C): -0.622